No. 1
Here is a molecular structure, C32H50NNaO2Se2 from the OMol25 dataset. Energies are from ωB97M-V with the def2-TZVPD basis set.

Values from the calculation:
ΔE to the lowest compared entry with this formula, charge and spin = 12.3 kcal per mole
E_LUMO = -1.07 eV
Calculated total energy = -6419.75073 Eh
HOMO = -0.243 hartree
2S+1 = 1
Kohn-Sham gap = 0.204 Eh

Element x y z (Å)
Na 0.454 0.516 1.071
C 1.905 -6.189 -0.571
C 2.133 -5.217 0.594
C 3.615 -5.235 0.993
C 1.303 -5.679 1.789
C 1.748 -3.812 0.157
C 0.735 -3.122 0.684
C 0.388 -1.820 0.099
N -0.725 -1.226 0.164
C -1.601 -1.531 1.268
C -2.881 -1.981 1.037
C -3.799 -2.077 2.073
C -3.355 -1.650 3.320
C -2.083 -1.149 3.590
C -1.115 -1.099 2.545
O 0.110 -0.678 2.688
C -1.794 -0.745 5.049
C -1.743 -2.020 5.903
C -2.921 0.161 5.574
C -0.486 0.022 5.278
C -5.242 -2.530 1.864
C -5.436 -3.199 0.503
C -5.656 -3.528 2.953
C -6.170 -1.310 1.934
C 1.462 -1.126 -0.740
O 1.545 0.091 -0.682
C 2.429 -1.985 -1.452
C 2.535 -3.226 -0.959
C 3.292 -1.397 -2.557
C 2.396 -0.677 -3.573
C 4.312 -0.411 -1.968
C 4.064 -2.497 -3.285
H 2.200 -7.197 -0.271
H 2.492 -5.925 -1.452
H 0.853 -6.213 -0.860
H 3.883 -6.223 1.370
H 3.821 -4.509 1.781
H 4.277 -5.019 0.153
H 1.650 -6.663 2.108
H 0.244 -5.769 1.542
H 1.396 -4.999 2.638
H 0.087 -3.499 1.461
H -3.148 -2.248 0.022
H -4.049 -1.708 4.148
H -2.677 -2.581 5.844
H -1.559 -1.771 6.951
H -0.937 -2.674 5.564
H -3.893 -0.330 5.592
H -3.011 1.058 4.957
H -2.695 0.475 6.596
H 0.390 -0.559 5.011
H -0.440 0.286 6.339
H -0.451 0.945 4.698
H -4.763 -4.049 0.370
H -5.267 -2.504 -0.322
H -6.463 -3.561 0.416
H -4.966 -4.372 2.995
H -6.658 -3.911 2.749
H -5.679 -3.065 3.940
H -5.925 -0.591 1.150
H -6.074 -0.802 2.896
H -7.214 -1.609 1.812
H 3.288 -3.873 -1.389
H 1.838 0.142 -3.122
H 1.675 -1.362 -4.022
H 3.019 -0.268 -4.370
H 3.827 0.420 -1.461
H 4.931 -0.003 -2.770
H 4.971 -0.915 -1.259
H 3.404 -3.278 -3.667
H 4.815 -2.963 -2.645
H 4.590 -2.060 -4.135
C -1.920 0.535 -4.665
Se -1.320 0.076 -2.881
C -0.660 1.857 -2.424
C -1.639 2.783 -1.710
Se -1.868 2.465 0.195
C -3.317 1.171 0.195
H -2.308 -0.377 -5.116
H -1.089 0.901 -5.264
H -2.717 1.276 -4.637
H -0.362 2.310 -3.373
H 0.248 1.717 -1.840
H -2.629 2.770 -2.168
H -1.279 3.812 -1.763
H -4.191 1.615 -0.278
H -3.532 0.952 1.241
H -3.026 0.261 -0.309

Forces on the atoms, in the same order (eV/Å):
Na -0.205 1.607 0.314
C 0.016 -0.055 -0.031
C 0.005 0.078 0.010
C 0.065 -0.026 0.052
C -0.042 -0.062 0.056
C 0.361 0.040 -0.407
C -0.194 0.521 -0.022
C 0.861 -0.779 -0.417
N -0.801 0.155 0.654
C 0.400 0.163 -0.522
C -0.226 -0.140 -0.102
C 0.045 -0.019 -0.159
C 0.067 0.090 0.139
C -0.063 -0.025 0.108
C 0.266 -0.021 0.304
O -0.552 -0.664 0.369
C -0.023 -0.005 -0.062
C 0.015 -0.061 0.038
C -0.022 0.040 0.016
C -0.017 0.043 0.019
C 0.032 -0.018 0.004
C -0.013 -0.032 -0.044
C -0.032 -0.045 0.010
C -0.014 0.062 0.041
C 0.077 -0.755 -0.071
O 0.289 0.030 -0.645
C -0.320 0.428 0.245
C 0.002 -0.480 0.228
C -0.028 -0.085 0.000
C 0.055 0.025 -0.090
C 0.031 0.041 0.010
C 0.062 -0.031 -0.089
H -0.005 -0.015 0.003
H 0.004 0.012 0.008
H -0.011 0.016 0.015
H -0.007 -0.014 -0.015
H -0.032 0.013 0.005
H -0.015 0.022 -0.010
H -0.004 -0.009 0.004
H -0.002 0.028 -0.035
H 0.041 0.019 -0.006
H -0.027 -0.013 0.008
H 0.010 0.008 -0.017
H -0.012 0.006 -0.016
H -0.004 0.014 -0.010
H -0.003 0.008 0.008
H 0.008 0.005 -0.013
H 0.001 -0.018 0.003
H 0.012 0.001 -0.004
H 0.001 -0.005 0.006
H -0.001 -0.042 0.009
H 0.044 0.003 -0.009
H -0.029 0.001 -0.022
H -0.001 -0.013 0.034
H 0.010 0.030 0.012
H 0.000 -0.008 0.001
H 0.007 -0.011 -0.028
H -0.005 0.002 0.009
H 0.020 0.005 0.007
H 0.014 -0.012 -0.007
H 0.010 -0.004 0.005
H -0.015 -0.011 -0.009
H -0.031 -0.024 0.002
H 0.040 -0.025 0.017
H 0.014 -0.017 0.025
H 0.000 0.019 -0.027
H -0.042 -0.003 0.016
H 0.006 -0.021 -0.025
H -0.012 -0.007 0.016
H -0.039 0.018 -0.002
H -0.006 0.000 0.028
H 0.007 -0.004 0.006
C -0.078 0.007 -0.161
Se -0.098 -0.007 0.231
C -0.017 0.192 -0.109
C 0.037 -0.108 -0.130
Se 0.062 -0.026 0.252
C -0.110 0.120 -0.024
H -0.001 0.012 0.000
H 0.009 0.002 -0.001
H 0.020 -0.001 0.023
H 0.000 -0.032 -0.002
H -0.040 -0.007 0.058
H 0.022 -0.053 -0.008
H 0.045 -0.017 -0.012
H 0.017 0.009 0.032
H 0.016 -0.010 -0.012
H 0.080 -0.053 -0.082

No. 2
Here is a gas-phase ion, C3H8IN2 (charge +1) from the OMol25 dataset. Energies are from ωB97M-V with the def2-TZVPD basis set.

Values from the calculation:
ΔE to the lowest compared entry with this formula, charge and spin = 49.9 kcal per mole
E_LUMO = -3.95 eV
Total charge = +1
Calculated total energy = -525.96632 Eh
HOMO = -0.470 hartree
2S+1 = 1
SMILES = NC[NH2+]/C=C/I
Kohn-Sham gap = 0.325 Eh

Element x y z (Å)
N -1.879 0.219 -0.279
C -0.621 0.758 -0.032
N 0.510 -0.396 0.298
C 1.770 0.045 0.497
C 2.833 -0.540 -0.372
I 4.815 0.081 -0.094
H -1.867 -0.130 -1.294
H -2.422 -0.324 0.406
H -0.446 1.324 -1.015
H -0.711 1.481 0.791
H 0.069 -0.729 1.103
H 0.468 -1.107 -0.444
H 1.929 0.940 1.026
H 2.694 -1.213 -1.223

Forces on the atoms, in the same order (eV/Å):
N 0.017 -1.636 -2.320
C -1.242 1.405 -1.609
N -3.607 1.015 -2.302
C 7.820 -2.386 -4.779
C -2.934 3.234 3.665
I -0.775 -0.225 -0.177
H -0.989 0.279 2.415
H 0.550 0.452 -0.598
H 1.085 -0.901 1.689
H 0.995 -0.551 0.159
H -0.659 -1.357 1.855
H -0.203 0.175 0.349
H 0.285 0.602 1.040
H -0.343 -0.105 0.612

No. 3
Here is a molecular structure, C31H30MgN5O4S from the OMol25 dataset. Energies are from ωB97M-V with the def2-TZVPD basis set.

Values from the calculation:
ΔE to the lowest compared entry with this formula, charge and spin = 5.0 kcal per mole
E_LUMO = -3.10 eV
Total charge = +1
Calculated total energy = -2372.32629 Eh
HOMO = -0.404 hartree
2S+1 = 1
Kohn-Sham gap = 0.290 Eh

Element x y z (Å)
Mg 0.818 -0.338 0.643
N -1.562 -3.135 3.198
C -0.760 -2.666 2.236
N -0.018 -1.612 2.328
C -0.049 -0.878 3.507
N 0.695 0.166 3.669
N 1.439 0.430 2.539
C 2.470 1.153 2.703
C 3.336 1.376 1.541
C 4.346 2.326 1.574
C 5.122 2.505 0.437
C 4.857 1.728 -0.675
C 3.827 0.797 -0.608
N 3.084 0.609 0.471
C -0.932 -1.309 4.590
C -1.047 -0.603 5.790
C -1.905 -1.046 6.773
C -2.666 -2.200 6.575
C -2.568 -2.912 5.398
C -1.697 -2.458 4.411
H -2.098 -3.971 3.026
H -0.742 -3.233 1.314
H 2.723 1.572 3.674
H 4.510 2.912 2.467
H 5.914 3.241 0.422
H 5.430 1.830 -1.585
H 3.591 0.178 -1.465
H -0.452 0.287 5.927
H -1.991 -0.498 7.701
H -3.340 -2.541 7.348
H -3.155 -3.807 5.238
C -3.647 6.307 0.412
C -2.967 5.003 0.120
C -1.791 4.966 -0.624
C -1.143 3.770 -0.880
C -1.679 2.595 -0.384
C -2.848 2.601 0.360
C -3.485 3.806 0.606
S -0.916 1.061 -0.761
O 0.560 1.249 -0.688
O -1.385 0.595 -2.033
O -1.206 0.134 0.371
H -3.476 7.030 -0.384
H -3.268 6.740 1.339
H -4.722 6.173 0.527
H -1.378 5.889 -1.012
H -0.229 3.754 -1.458
H -3.251 1.675 0.745
H -4.400 3.815 1.183
C -0.823 -2.494 -6.682
C -0.156 -2.470 -5.343
C -0.898 -2.595 -4.176
C -0.310 -2.534 -2.924
C -1.181 -2.720 -1.722
C 1.091 -2.349 -2.849
C 1.783 -2.176 -1.601
O 1.278 -1.910 -0.504
C 1.869 -2.269 -4.033
C 3.365 -2.094 -4.020
C 1.226 -2.318 -5.253
H -1.853 -2.836 -6.611
H -0.286 -3.143 -7.374
H -0.829 -1.492 -7.115
H -1.967 -2.746 -4.245
H -2.147 -3.117 -2.032
H -1.348 -1.774 -1.207
H -0.727 -3.419 -1.020
H 2.880 -2.231 -1.639
H 3.658 -1.132 -3.598
H 3.745 -2.131 -5.039
H 3.871 -2.878 -3.455
H 1.810 -2.239 -6.162

Forces on the atoms, in the same order (eV/Å):
Mg 0.344 0.029 0.309
N 0.082 0.042 -0.167
C -0.122 -0.211 -0.024
N 0.031 0.026 -0.160
C -0.029 0.072 0.161
N -0.075 -0.034 0.017
N 0.019 0.103 0.183
C 0.015 0.005 0.005
C 0.110 0.117 0.033
C -0.017 -0.085 -0.119
C -0.044 -0.027 0.029
C -0.028 -0.041 0.004
C 0.045 -0.001 -0.095
N -0.201 -0.006 0.025
C -0.032 0.059 0.063
C -0.008 -0.033 0.002
C 0.006 -0.003 -0.008
C -0.002 -0.015 -0.030
C 0.085 0.080 -0.005
C -0.022 -0.017 0.048
H -0.005 0.021 0.022
H -0.015 -0.009 -0.044
H -0.031 -0.034 -0.017
H -0.002 0.018 0.030
H 0.009 0.004 0.002
H 0.018 0.011 -0.013
H -0.007 0.017 -0.031
H 0.013 0.021 -0.013
H -0.007 0.007 0.015
H 0.000 -0.003 0.011
H -0.022 -0.033 -0.009
C -0.058 0.086 0.009
C 0.035 -0.076 -0.010
C -0.002 0.038 -0.001
C 0.051 0.090 -0.051
C 0.002 -0.100 0.086
C -0.041 0.041 0.026
C 0.020 -0.007 -0.013
S 0.116 -0.171 -0.024
O 0.027 0.045 -0.129
O -0.083 0.087 -0.058
O -0.095 -0.082 -0.028
H 0.007 0.003 -0.002
H 0.007 0.001 0.006
H -0.013 0.002 0.006
H 0.008 0.008 -0.006
H 0.029 -0.031 -0.017
H -0.001 -0.042 0.004
H -0.021 0.005 0.013
C -0.013 -0.018 -0.064
C 0.007 0.000 0.000
C 0.066 0.005 0.057
C 0.036 0.002 -0.116
C -0.041 -0.032 0.106
C 0.035 -0.040 0.047
C 0.061 0.254 -0.126
O -0.162 -0.038 0.024
C -0.106 -0.027 -0.051
C 0.075 -0.002 -0.040
C 0.027 0.003 0.102
H -0.019 -0.003 0.002
H 0.004 -0.002 -0.011
H -0.002 0.019 -0.004
H -0.039 0.006 0.007
H 0.006 0.023 0.027
H -0.013 -0.043 -0.015
H 0.001 -0.014 0.029
H -0.061 -0.078 -0.007
H 0.008 0.011 0.009
H 0.010 0.007 0.013
H 0.006 -0.013 0.008
H 0.018 -0.001 -0.035

No. 4
Here is a molecular structure, C13H48N22NiO13 from the OMol25 dataset. Energies are from ωB97M-V with the def2-TZVPD basis set.

Values from the calculation:
E_LUMO (spin up / spin down) = 1.91 / 1.12 eV
Total charge = -1
Calculated total energy = -4215.39278 Eh
HOMO (spin up / spin down) = -0.023 / -0.258 hartree
2S+1 = 4
Kohn-Sham gap (spin up / spin down) = 0.093 / 0.299 Eh

Element x y z (Å)
Ni -15.937 4.719 -9.251
O -17.591 5.629 -10.127
C -18.261 6.330 -9.057
C -18.028 5.788 -7.647
O -16.779 5.144 -7.262
H -19.317 6.506 -9.264
H -17.849 7.339 -9.070
H -18.897 5.145 -7.507
H -18.212 6.666 -7.029
C -19.846 7.453 -4.311
O -20.089 7.771 -5.466
N -20.760 6.878 -3.569
N -18.748 7.654 -3.675
H -20.473 6.633 -2.633
H -21.681 6.642 -3.909
H -18.511 7.045 -2.905
H -18.071 8.063 -4.303
C -18.653 5.310 -13.482
O -18.852 5.545 -14.602
N -19.336 5.750 -12.571
N -17.760 4.482 -12.994
H -18.959 5.410 -11.698
H -19.951 6.542 -12.691
H -17.555 4.460 -12.006
H -17.181 4.067 -13.710
C -21.143 10.206 -7.780
O -21.759 10.908 -8.530
N -20.467 9.150 -8.213
N -20.916 10.347 -6.563
H -19.912 8.680 -7.513
H -20.414 8.931 -9.198
H -21.437 11.070 -6.088
H -20.363 9.633 -6.109
C -14.164 3.663 -11.481
O -15.089 4.271 -11.025
N -14.122 3.086 -12.650
N -13.056 3.536 -10.849
H -14.868 3.352 -13.276
H -13.345 2.599 -13.073
H -12.133 3.327 -11.202
H -13.114 3.848 -9.890
C -15.634 7.303 -4.594
O -15.548 7.934 -3.556
N -15.983 7.895 -5.683
N -15.713 5.994 -4.706
H -16.164 7.358 -6.519
H -15.987 8.901 -5.772
H -15.946 5.661 -5.630
H -15.530 5.432 -3.886
C -22.307 7.849 -11.174
O -22.855 8.680 -11.825
N -21.018 7.717 -10.968
N -22.942 7.138 -10.321
H -20.331 8.285 -11.441
H -20.675 6.873 -10.531
H -23.895 7.472 -10.296
H -22.651 6.317 -9.811
C -14.101 3.025 -7.293
O -14.347 3.418 -8.383
N -14.703 3.454 -6.242
N -13.261 2.117 -6.953
H -15.425 4.153 -6.348
H -14.473 3.019 -5.361
H -13.233 1.770 -6.005
H -12.488 1.833 -7.538
C -16.922 11.102 -8.559
O -16.288 11.922 -8.134
N -17.217 10.951 -9.854
N -17.676 10.352 -7.862
H -17.225 9.986 -10.151
H -16.892 11.671 -10.483
H -17.564 10.305 -6.860
H -18.454 9.957 -8.372
C -18.189 2.404 -5.112
O -18.576 1.476 -4.409
N -18.156 3.654 -4.698
N -17.792 2.246 -6.314
H -18.536 3.712 -3.763
H -17.949 4.396 -5.350
H -17.979 1.476 -6.941
H -17.350 3.060 -6.717
C -23.371 5.579 -5.952
O -23.397 5.905 -4.766
N -24.265 5.863 -6.813
N -22.314 5.128 -6.607
H -25.100 6.332 -6.494
H -24.162 5.478 -7.741
H -22.271 4.913 -7.593
H -21.481 5.018 -6.047
C -18.175 9.277 -12.545
O -19.278 8.790 -12.658
N -17.740 10.481 -12.897
N -17.165 8.495 -12.167
H -18.297 11.291 -13.129
H -16.787 10.735 -12.681
H -16.295 8.707 -12.635
H -17.384 7.518 -12.035

Forces on the atoms, in the same order (eV/Å):
Ni -0.818 0.633 0.618
O 0.472 -0.816 1.661
C 2.470 0.201 -1.426
C -0.384 -0.326 0.554
O -0.841 0.522 -2.357
H -0.316 -0.568 0.267
H 0.230 0.518 -0.040
H 0.071 -0.733 0.581
H -0.016 0.011 0.518
C -2.921 -0.525 -1.289
O 0.397 0.855 -1.613
N -1.833 -1.571 1.957
N 3.909 1.164 0.657
H -0.698 -0.055 -0.154
H -0.141 -0.127 -0.129
H 0.537 0.508 -0.284
H 0.878 -0.261 0.721
C 2.282 -2.248 -1.559
O -0.148 1.061 -7.308
N -5.442 3.575 7.635
N 3.642 -3.125 -0.467
H -1.055 1.198 1.038
H 0.196 -0.211 0.194
H 0.566 -0.152 -0.270
H 0.180 -0.124 0.659
C 0.087 -0.784 -5.194
O -1.938 1.861 -1.142
N 1.719 -2.714 -1.563
N 0.179 2.243 7.363
H -0.084 -0.701 -0.667
H -0.223 -0.135 0.228
H 0.381 -0.313 0.308
H -0.519 0.299 0.834
C 2.692 -1.065 -0.948
O -4.370 1.777 1.019
N -2.095 -0.718 -3.979
N 3.447 0.300 3.507
H 0.100 -0.249 -0.092
H 0.049 0.212 0.558
H -0.431 -0.177 -0.279
H 0.454 -0.052 0.132
C -1.080 0.402 2.825
O 1.070 0.312 1.645
N -1.028 2.599 -4.802
N 0.691 -2.198 0.684
H 0.141 0.148 -0.137
H 0.243 -0.335 0.250
H -0.158 -0.619 0.100
H -0.094 -0.026 -0.477
C 1.998 1.737 -0.083
O -1.091 1.889 -2.217
N 4.013 -0.363 -0.296
N -5.227 -3.326 3.231
H -0.142 -0.134 -0.534
H -0.101 0.339 -0.077
H -0.207 -0.825 0.407
H 0.086 0.567 -0.251
C -0.538 -0.079 2.515
O -1.070 1.931 -5.682
N -2.502 1.870 3.302
N 4.332 -4.184 -0.079
H -0.115 -0.278 0.089
H -0.486 0.645 0.002
H 0.147 0.147 -0.230
H -0.342 -0.002 -0.219
C -3.749 -2.664 -3.786
O 7.515 8.286 4.072
N -0.121 -0.537 -3.386
N -2.991 -4.538 3.227
H -0.051 0.233 -0.653
H 0.204 -0.449 0.138
H -0.389 0.077 -0.349
H -0.245 -0.283 0.934
C -1.633 -2.515 2.523
O -0.420 -0.292 0.723
N 0.014 1.832 1.611
N 2.017 0.024 -5.392
H 0.204 0.855 -0.255
H -0.181 0.332 0.477
H 0.039 -0.046 0.788
H -0.044 -0.027 -0.670
C 2.395 1.227 2.064
O 0.062 -0.512 0.309
N -5.225 1.048 -2.734
N 3.551 -1.873 0.543
H 0.020 -0.270 -0.422
H -0.693 0.493 0.236
H 0.001 0.158 0.512
H 0.063 -0.180 -0.402
C -0.297 -1.341 -0.977
O -1.486 1.125 -0.089
N 0.535 2.940 -0.636
N 2.203 -1.038 0.880
H -0.490 -0.675 0.061
H -0.226 -0.238 0.041
H 0.159 -0.448 0.400
H 0.055 -0.110 -0.006